This record from the OMol25 dataset describes a single C7H3Cl2F5Si molecule at a distorted geometry. The level of theory is wB97M-V/def2-TZVPD.

Atoms and positions in Å:
C1 -2.22782 1.77447 -0.57638
C2 -0.84155 3.70677 -0.84738
C3 -3.32146 2.57431 -0.86829
C4 -1.97637 4.48024 -1.01401
C5 -0.94230 2.32255 -0.58020
C6 -3.23051 3.94566 -1.25227
C7 0.50323 -0.50356 -0.02639
F1 -2.41571 0.44582 -0.54249
F2 0.35099 4.33268 -0.76126
F3 -4.41514 1.85373 -0.86494
F4 -1.82877 5.78062 -1.13191
F5 1.49429 1.99924 0.71637
Si1 0.73925 1.24508 -0.49636
Cl1 -4.64802 4.77786 -1.65891
Cl2 1.88177 1.68612 -2.09718
H1 1.46409 -0.87262 -0.24943
H2 0.40957 -0.62085 1.01656
H3 -0.23517 -1.00004 -0.46937

Values from the calculation:
Frontier orbital gap ... 9.61 eV
Calculated total energy ... -53820.0099 eV
Largest force on an atom ... 4.130 eV Å⁻¹
Relative energy (zero: lowest compared OMol25 entry of this formula, charge and spin) ... 0.0 kcal per mole
SMILES ... C[Si@@](F)(Cl)c1c(F)c(F)c(Cl)c(F)c1F